1.
{
  "formula": "C43H50RbS3Sb2",
  "method": "wB97M-V/def2-TZVPD",
  "species": ["Sb", "Sb", "Rb", "S", "S", "S", "C", "C", "C", "C", "C", "C", "C", "C", "C", "C", "C", "C", "C", "C", "C", "C", "C", "C", "C", "C", "C", "C", "C", "C", "C", "C", "C", "C", "C", "C", "C", "C", "C", "C", "C", "C", "C", "C", "C", "C", "C", "C", "C", "H", "H", "H", "H", "H", "H", "H", "H", "H", "H", "H", "H", "H", "H", "H", "H", "H", "H", "H", "H", "H", "H", "H", "H", "H", "H", "H", "H", "H", "H", "H", "H", "H", "H", "H", "H", "H", "H", "H", "H", "H", "H", "H", "H", "H", "H", "H", "H", "H", "H"],
  "positions_angstrom": [[-2.03803, 0.30757, -0.85654], [2.09566, 2.63367, -1.34266], [-0.16305, -2.09921, -2.33335], [1.67046, -4.52120, -0.92434], [3.35927, -1.48587, -1.37900], [5.46777, -4.35122, -0.72997], [2.33585, -3.42083, 0.34427], [4.96243, -1.59897, -0.67928], [-4.41565, -3.75118, -0.76764], [-5.00730, -4.83784, -1.32021], [-3.54759, -3.84947, 0.33202], [-1.95701, -2.94191, 2.07418], [0.10311, 0.69839, 2.87200], [-2.14589, -1.82813, -0.22323], [2.63065, 5.48540, -2.30042], [-3.25709, -5.13850, 0.76629], [2.37528, -1.94513, 0.04709], [-3.91966, -6.25044, 0.25555], [-6.27742, 0.98938, -2.05212], [-6.14620, 1.80314, 0.18724], [-0.81122, 3.26056, -2.03824], [2.70518, 2.45756, 0.69930], [3.04165, -5.56873, -1.38499], [2.38480, 3.47499, 1.61097], [-1.38662, 0.99090, 1.02300], [-4.81650, 1.47941, 0.27644], [-4.15865, 0.82792, -0.77274], [4.18465, 1.52780, 2.34068], [-2.16244, 2.65030, -1.61208], [3.34510, 6.68555, -2.46525], [-0.34426, 0.31249, 1.62350], [4.29060, -4.93396, -1.97580], [3.58945, 1.46666, 1.07596], [3.89149, 2.52835, 3.25453], [3.15139, 4.44452, -1.48754], [-6.89270, 1.58345, -0.96864], [4.34733, 4.71966, -0.78061], [4.99173, 5.89445, -0.91732], [-0.41882, 1.81095, 3.53376], [-4.07612, -1.75151, 1.57657], [5.87426, -2.66005, -1.20465], [-4.81686, -6.11234, -0.78255], [3.03076, 3.52167, 2.83894], [-2.91667, -2.56830, 0.92698], [-1.38049, 2.56234, 2.89431], [4.52372, 6.89887, -1.75461], [-1.86460, 2.15291, 1.64681], [-4.93270, 0.57605, -1.94286], [0.16534, 3.37077, -0.90087], [1.62684, 5.43809, -2.68190], [2.61213, -6.19708, -2.17718], [-0.08044, 2.12257, 4.52546], [5.41297, -0.63853, -0.87377], [-4.79522, -1.46283, 0.81135], [0.88878, 0.13201, 3.35342], [6.05339, -2.69030, -2.25552], [4.81923, 0.67391, 2.61838], [-2.75182, 3.28024, -0.96759], [4.27806, 2.46551, 4.26516], [1.63493, -3.58208, 1.18521], [-4.65030, -2.27805, 2.36636], [-0.98682, 4.27395, -2.46341], [6.87313, -2.47811, -0.79580], [-2.59827, 2.74699, 1.09825], [4.67949, 4.01407, -0.04245], [0.25854, 4.38456, -0.50930], [-0.11336, 2.71956, -0.04252], [4.06844, -4.06510, -2.59654], [5.83701, 6.09402, -0.24548], [-5.36772, -6.95564, -1.21776], [2.82015, -1.44966, 0.90228], [-1.11036, -3.53126, 1.71197], [-5.68577, -4.72912, -2.14150], [0.06190, -0.54797, 1.12719], [-6.63940, 2.27182, 1.01879], [-2.80867, 2.44517, -2.52077], [-4.49402, -2.77387, -1.23844], [-1.80749, 3.44420, 3.40530], [-4.32219, 1.65538, 1.17851], [3.86269, 0.65991, 0.41075], [3.32478, -3.86096, 0.62227], [4.76339, -5.65374, -2.62553], [-4.48592, 0.03216, -2.74624], [-6.79381, 0.79442, -2.99490], [1.63044, 4.19711, 1.33512], [-0.42638, 2.63791, -2.85773], [-7.96354, 1.88288, -1.10162], [-2.59393, -5.26698, 1.63381], [-1.54655, -1.99458, 2.47915], [-2.51979, -2.24918, -1.15221], [5.07661, 7.80418, -1.91204], [-2.43233, -3.43886, 2.89544], [-3.69549, -0.81729, 1.98043], [-3.75167, -7.23490, 0.68481], [1.38401, -1.55241, -0.08546], [4.87003, -1.72894, 0.40195], [3.25677, -6.22912, -0.54035], [2.90187, 7.45967, -3.08395], [2.76137, 4.27531, 3.55564]],
  "forces_ev_per_a": [[-0.604, 0.016, -0.699], [-0.020, -0.964, 0.012], [-0.045, -0.081, -0.301], [-0.493, 0.309, -0.332], [-1.190, 0.078, -0.725], [0.429, -0.478, 0.514], [-0.041, -1.280, 1.146], [0.652, 0.228, 0.351], [0.892, 1.215, 0.278], [-0.619, -1.038, 0.005], [0.417, 0.107, -0.174], [0.651, 1.263, -0.471], [0.535, 0.141, 0.651], [0.168, -0.062, 0.967], [1.129, -0.078, 0.993], [-0.028, 0.262, 1.163], [0.583, -0.449, -0.119], [-0.073, -0.445, -0.071], [1.160, -0.678, -0.240], [-1.054, 0.391, -0.273], [-1.566, 0.254, -0.495], [-0.285, 0.261, -0.142], [0.036, -0.280, -0.346], [0.574, -0.616, -0.168], [-0.038, 0.875, 0.403], [-0.198, -0.894, -1.392], [-0.903, -0.272, -1.050], [0.169, -1.324, 0.092], [0.081, -0.713, -1.182], [-0.315, -0.429, 0.438], [-0.244, 0.164, 0.617], [-0.086, 0.643, -0.099], [0.508, 0.499, 0.796], [0.284, -0.707, -0.670], [0.216, 1.912, -0.445], [-0.924, 0.303, -0.548], [-1.752, -1.514, -0.462], [1.223, 1.702, 0.654], [0.285, -0.172, 0.034], [-0.211, -0.107, -0.395], [0.719, -0.778, 0.418], [-0.177, -0.094, -0.410], [-0.965, 0.284, 0.371], [-0.155, -0.354, -0.070], [-0.906, 0.444, -0.125], [-0.455, -0.446, -0.824], [0.030, -0.027, -0.153], [-0.288, 0.662, 1.468], [0.268, -0.162, 1.052], [-0.218, -0.323, -0.459], [-0.032, 0.006, 0.248], [0.068, -0.282, -0.311], [0.434, 0.446, 0.134], [-0.079, -0.009, -0.099], [0.150, -0.081, 0.050], [-0.288, 0.422, -0.967], [-0.092, 0.495, 0.069], [-0.176, 0.597, 0.397], [0.091, 0.272, -0.110], [0.437, 0.219, -0.127], [0.477, 0.004, -0.247], [0.354, -0.350, -0.073], [-0.044, -0.162, 0.191], [0.231, -0.066, 0.382], [0.275, -0.328, 0.109], [-0.057, 0.059, 0.010], [0.022, 0.459, -0.596], [-0.337, -0.087, 0.039], [-0.133, -0.039, -0.493], [0.345, 0.228, 0.317], [-0.138, 0.303, 0.262], [-0.068, -0.029, -0.032], [-0.232, 0.144, -0.457], [0.079, -0.387, -0.002], [-0.112, 0.150, 0.390], [0.646, 0.286, 0.729], [-0.393, -0.038, 0.181], [0.265, -0.444, -0.445], [0.723, 0.292, 1.289], [-0.068, 0.010, -0.163], [-0.772, 0.670, -0.094], [0.396, -0.343, -0.079], [0.274, -0.195, -0.569], [-0.061, 0.108, 0.328], [0.086, 0.251, 0.107], [0.069, 0.025, 0.040], [1.059, -0.189, 0.558], [-0.230, -0.033, -0.557], [-0.121, -0.438, -0.224], [-0.085, -0.135, -0.617], [0.165, 0.367, 0.182], [-0.472, -0.498, 0.563], [0.207, 0.114, 0.181], [0.115, 0.103, -0.014], [-0.494, 0.233, -0.024], [0.037, 0.138, -0.055], [0.260, 0.037, -0.122], [0.196, 0.034, 0.026], [-0.132, 0.415, 0.114]],
  "de_lowest_kj_mol": 0.0,
  "total_energy_ev": -91633.1549,
  "e_homo_ha": -0.0730,
  "lumo_energy_ev": 1.49,
  "charge": -1
}

***

2.
{
  "formula": "C19H31ClN5O4P2S",
  "method": "wB97M-V/def2-TZVPD",
  "species": ["Cl", "S", "P", "P", "O", "O", "O", "O", "N", "N", "N", "N", "N", "C", "C", "C", "C", "C", "C", "C", "C", "C", "C", "C", "C", "C", "C", "C", "C", "C", "C", "C", "H", "H", "H", "H", "H", "H", "H", "H", "H", "H", "H", "H", "H", "H", "H", "H", "H", "H", "H", "H", "H", "H", "H", "H", "H", "H", "H", "H", "H", "H", "H"],
  "positions_angstrom": [[3.43859, -2.48848, 2.24251], [1.35559, -0.93873, 0.85022], [0.23974, -2.61294, 0.08711], [-0.02538, 0.76684, 0.13404], [0.32743, 0.92793, -1.40549], [-0.27571, -2.24576, -1.22704], [-0.82981, -2.86128, 1.21116], [1.30682, -3.76427, 0.10277], [1.99662, 4.68246, 1.99535], [0.78916, 2.06701, 0.75738], [-1.95343, -0.61062, -6.98116], [-3.54662, 0.04617, -2.14356], [0.23318, -2.45306, 5.24148], [-1.92279, -1.97191, -7.10657], [0.80940, 5.27922, 2.34795], [-1.45847, -3.29644, 6.39131], [-2.75745, 1.07192, -2.59489], [2.45205, 6.81326, 2.37269], [1.06225, 6.60098, 2.58509], [2.94919, -1.01032, -0.01217], [0.09040, -3.75609, 4.82978], [-0.95360, -4.30255, 5.52488], [4.07999, -1.76819, 0.72568], [-0.70832, -2.17007, 6.19505], [-2.38378, -0.26666, -5.72885], [-4.90062, 1.50244, -3.11405], [-2.63165, -1.42713, -5.04219], [3.00172, 5.61503, 2.01212], [-3.57014, 1.99311, -3.19934], [-2.33747, -2.50930, -5.91820], [-4.85273, 0.30273, -2.45727], [5.30632, -0.89337, 1.00941], [1.77851, -3.89993, 0.94091], [0.92314, -1.80948, 4.90261], [4.01474, 5.34710, 1.76677], [0.74250, -4.18209, 4.08480], [0.85870, 2.87899, 0.15094], [-3.21968, -0.77104, -1.66144], [-1.61574, -2.43997, -8.02570], [2.12006, 3.71541, 1.76842], [-1.69397, 1.05922, -2.45145], [5.09926, 0.16076, 0.83551], [6.12870, -1.18944, 0.36039], [-2.27715, -3.39313, 7.08360], [-1.70297, 0.03928, -7.70256], [2.78696, -1.50455, -0.96960], [-1.31259, -5.31326, 5.43016], [-0.76211, -1.19768, 6.65318], [3.20286, 0.03535, -0.17932], [-3.24920, 2.91606, -3.65341], [4.34964, -2.62862, 0.12240], [0.08640, 0.11876, -1.89318], [2.98455, 7.74330, 2.47438], [5.64443, -1.02199, 2.03395], [-2.48256, 0.76294, -5.43637], [-5.78969, 1.97692, -3.49242], [0.33416, 7.33704, 2.88022], [0.47369, 2.30216, 1.69047], [-5.63443, -0.38681, -2.18984], [-0.11074, 4.72048, 2.40321], [-2.98889, -1.49867, -4.03203], [-2.42666, -3.56057, -5.70158], [-0.59240, -2.63845, 2.12175]],
  "forces_ev_per_a": [[0.249, -0.371, 0.359], [0.517, 0.098, 0.604], [-0.050, 0.065, -0.199], [-1.302, -0.065, 0.234], [0.631, -0.190, -0.042], [0.009, -0.109, 0.199], [0.197, 0.277, -0.355], [-0.112, 0.200, -0.157], [-0.002, 0.032, -0.020], [-0.029, -0.053, -0.268], [0.012, 0.001, 0.011], [-0.009, 0.105, 0.116], [-0.066, 0.082, -0.108], [0.002, 0.020, -0.006], [0.033, -0.059, -0.041], [-0.014, -0.037, -0.004], [-0.119, -0.052, 0.149], [-0.008, 0.015, 0.005], [0.008, 0.014, 0.006], [0.000, -0.354, -0.385], [-0.014, 0.092, -0.206], [-0.063, -0.013, -0.020], [-0.093, 0.306, 0.117], [0.040, 0.029, -0.044], [0.070, -0.053, -0.080], [0.001, 0.013, 0.007], [0.115, -0.085, -0.112], [-0.043, 0.000, -0.001], [-0.010, 0.035, 0.039], [0.000, 0.002, 0.036], [0.010, -0.006, 0.013], [0.013, -0.210, -0.033], [0.003, -0.101, 0.070], [0.104, 0.001, 0.117], [0.008, 0.005, 0.001], [0.089, -0.058, 0.077], [0.207, 0.016, 0.002], [0.002, -0.037, -0.035], [-0.001, -0.009, -0.003], [0.173, 0.016, 0.085], [-0.085, 0.072, -0.138], [-0.018, 0.021, 0.087], [-0.013, 0.050, -0.052], [0.001, -0.007, 0.006], [-0.019, 0.012, -0.023], [-0.133, 0.252, -0.098], [0.001, -0.006, 0.005], [0.006, -0.002, 0.017], [0.035, -0.003, -0.052], [-0.001, 0.000, -0.007], [0.024, -0.019, 0.014], [-0.087, 0.066, -0.187], [-0.001, 0.007, 0.001], [0.012, 0.035, 0.020], [-0.046, 0.005, 0.016], [-0.004, 0.001, -0.008], [-0.003, 0.005, 0.002], [-0.078, 0.163, -0.022], [-0.009, -0.005, -0.015], [-0.012, 0.017, 0.011], [-0.052, 0.014, 0.003], [-0.008, -0.005, -0.002], [-0.069, -0.237, 0.295]],
  "total_energy_ev": -77777.3685,
  "e_homo_ha": -0.3589,
  "lumo_energy_ev": -3.50,
  "charge": 1
}